No. 1
13
Properties=species:S:1:pos:R:3 method="wB97M-V/def2-TZVPD" total_charge=0 homo_lumo_gap_ev=10.56 e_above_lowest_kj_mol=378.9 e_lumo_ev=0.80 homo_ev=-9.766 smiles="C[C@H]1CN1C=O"
C -1.75 -0.50 0.35
C -0.32 -0.46 -0.12
C 0.11 0.40 -1.25
N 0.48 0.64 0.34
C 1.84 0.50 0.58
O 2.38 -0.53 0.91
H -1.79 -0.75 1.41
H -2.31 -1.27 -0.21
H -2.23 0.46 0.18
H 0.24 -1.39 -0.02
H 0.96 -0.02 -1.81
H 0.02 1.45 -0.84
H 2.38 1.47 0.48

---

No. 2
13
Properties=species:S:1:pos:R:3 method="wB97M-V/def2-TZVPD" total_charge=0 homo_lumo_gap_ev=9.84 e_above_lowest_kj_mol=165.5 e_lumo_ev=0.90 homo_ev=-8.944
C -0.24 -0.62 1.60
C 0.06 -0.04 0.24
C -0.39 -0.81 -0.94
N -1.01 -0.33 -1.95
C 0.75 1.09 0.05
O 1.13 1.58 -1.16
H -0.19 0.15 2.38
H -1.24 -1.05 1.62
H 0.47 -1.42 1.87
H 0.93 0.91 -1.83
H -0.18 -1.88 -0.96
H -1.20 0.67 -1.78
H 1.10 1.73 0.86

---

No. 3
13
Properties=species:S:1:pos:R:3 method="wB97M-V/def2-TZVPD" total_charge=0 homo_lumo_gap_ev=10.16 e_above_lowest_kj_mol=411.6 e_lumo_ev=0.86 homo_ev=-9.301
O 0.86 1.82 -0.39
C 1.64 0.94 -0.12
C 1.28 -0.46 0.02
C -0.53 -0.40 0.72
C -1.44 0.34 -0.15
N -1.41 -1.17 -0.11
H 2.64 1.31 0.09
H 2.06 -1.02 0.55
H 0.96 -0.97 -0.89
H -0.45 -0.43 1.80
H -0.74 0.80 -1.03
H -2.30 0.95 0.21
H -2.18 -1.60 0.42

---

No. 4
13
Properties=species:S:1:pos:R:3 method="wB97M-V/def2-TZVPD" total_charge=0 homo_lumo_gap_ev=9.59 e_above_lowest_kj_mol=555.8 e_lumo_ev=0.13 homo_ev=-9.460
C 0.91 0.23 0.03
C -0.27 -0.37 0.86
C -1.50 -0.72 -0.02
C -2.31 0.39 -0.36
H 1.84 -1.81 -0.08
H 2.98 -0.79 -0.43
H 0.04 -1.37 1.31
H -0.72 0.31 1.46
H -1.52 -1.94 -0.31
H -3.26 0.55 -1.25
H -1.99 1.66 -0.11
N 1.69 -0.78 -0.58
O 1.23 1.46 0.06

---

No. 5
13
Properties=species:S:1:pos:R:3 method="wB97M-V/def2-TZVPD" total_charge=0 homo_lumo_gap_ev=10.28 e_above_lowest_kj_mol=374.1 e_lumo_ev=0.61 homo_ev=-9.664 smiles="CCCC1=NO1"
C -1.70 -0.31 0.30
C -0.46 -0.33 -0.56
C 0.58 0.72 -0.16
C 1.83 0.07 0.24
O 2.97 0.55 0.66
N 2.42 -1.01 0.37
H -2.34 -1.16 0.06
H -1.48 -0.36 1.37
H -2.25 0.61 0.10
H -0.71 -0.19 -1.61
H 0.85 1.42 -0.95
H 0.28 1.33 0.70
H 0.01 -1.33 -0.52

---

No. 6
13
Properties=species:S:1:pos:R:3 method="wB97M-V/def2-TZVPD" total_charge=0 homo_lumo_gap_ev="7.92 / 7.92" e_above_lowest_kj_mol=372.9 e_lumo_ev="0.61 / 0.61" homo_ev="-7.307 / -7.307"
O -2.79 -0.30 1.04
C -1.62 -0.48 0.82
C -0.68 0.66 0.44
N 0.51 0.15 -0.26
C 0.41 -0.27 -1.52
C 1.67 0.04 0.40
H -1.15 -1.48 0.89
H -0.35 1.14 1.38
H -1.22 1.39 -0.17
H 1.31 -0.23 -2.12
H -0.49 -0.75 -1.88
H 2.34 -0.74 0.06
H 2.01 0.84 1.05

---

Which F_max belongs to each record? In order, 2.950, 0.397, 3.592, 7.853, 0.522, 0.627 eV/Å.